Entry 1:
18
Properties=species:S:1:pos:R:3 method="wB97M-V/def2-TZVPD" e_lumo_ev=0.8 smiles="N/N=C(/CCS)NN" homo_lumo_gap_ev=9.256 total_charge=0 e_tot_ha=-737.4453 de_lowest_kj_mol=82.31
N -0.98 -2.44 0.34
N 0.01 -1.67 -0.26
C 0.10 -0.51 0.27
C 1.15 0.44 -0.30
C 0.54 1.38 -1.36
S 0.18 0.53 -2.91
N -0.64 -0.10 1.40
N -0.68 1.22 1.93
H -0.63 -2.83 1.23
H -1.16 -3.23 -0.29
H 1.93 -0.18 -0.77
H 1.50 1.07 0.55
H 1.20 2.24 -1.57
H -0.38 1.77 -0.95
H -0.19 -0.60 -2.31
H -1.57 -0.49 1.41
H 0.21 1.44 2.40
H -0.59 1.95 1.20

---

Entry 2:
62
Properties=species:S:1:pos:R:3 method="wB97M-V/def2-TZVPD" e_lumo_ev=0.0 smiles="Nc1ncnc2c1ncn2[C@@H]1O[C@H](CCl)[C@@H](O)[C@H]1O.CNC(=O)[C@H](CC(C)C)NC(C)=O" homo_lumo_gap_ev=8.555 total_charge=0 e_tot_ha=-1961.7575
N -5.34 -3.10 -6.00
C -4.73 -3.73 -4.98
N -4.59 -5.02 -5.14
C -3.96 -5.67 -4.15
N -3.46 -5.09 -3.06
C -3.61 -3.78 -2.96
C -4.24 -3.01 -3.91
N -4.22 -1.66 -3.55
C -3.61 -1.63 -2.39
N -3.21 -2.90 -1.99
C -2.41 -3.26 -0.82
O -3.04 -2.78 0.37
C -2.02 -2.59 1.34
C -2.50 -1.70 2.49
Cl -2.96 -0.06 1.91
C -0.84 -2.01 0.55
O 0.43 -2.34 1.15
C -1.00 -2.65 -0.83
O 0.01 -3.65 -0.98
H -5.31 -3.64 -6.86
H -5.14 -2.11 -6.03
H -3.84 -6.75 -4.25
H -3.43 -0.73 -1.81
H -2.32 -4.35 -0.77
H -1.73 -3.56 1.75
H -1.72 -1.61 3.25
H -3.37 -2.17 2.96
H -0.93 -0.92 0.45
H 0.54 -1.88 2.01
H -0.90 -1.89 -1.62
H 0.65 -3.51 -0.26
C 3.63 6.18 -0.94
N 3.42 4.93 -0.21
C 2.22 4.40 0.05
O 1.18 4.96 -0.28
C 2.12 3.03 0.76
C 1.83 3.22 2.27
C 1.60 1.93 3.08
C 1.39 2.28 4.55
C 0.38 1.14 2.60
N 3.24 2.08 0.56
C 4.52 2.24 0.88
C 5.44 1.09 0.53
O 4.97 3.23 1.43
H 3.01 6.19 -1.84
H 3.35 7.02 -0.31
H 4.68 6.27 -1.23
H 4.23 4.46 0.18
H 1.24 2.57 0.33
H 0.95 3.85 2.37
H 2.66 3.76 2.72
H 2.48 1.29 3.01
H 0.50 2.90 4.67
H 2.26 2.81 4.93
H 1.26 1.37 5.14
H 0.23 0.27 3.24
H -0.51 1.77 2.65
H 0.53 0.81 1.57
H 3.01 1.22 0.09
H 6.46 1.35 0.83
H 5.42 0.92 -0.54
H 5.13 0.20 1.06